The following is a DFT calculation (ωB97M-V/def2-TZVPD) of C39H44BBrN11O3STi as an isolated structure.

The geometry in ORCA input format:
```
! wB97M-V def2-TZVPD RIJCOSX def2/J DEFGRID3
* xyz 0 2
Ti -0.47265 0.85361 -1.11548
C -4.00522 2.81810 0.19943
C -2.69749 2.74151 -0.25789
N -2.19800 1.52390 -0.03273
N -3.16482 0.80012 0.57697
C -4.26052 1.56336 0.71177
B -3.03135 -0.68943 1.05721
N -2.21613 -0.79314 2.34986
C -2.25991 -1.76225 3.29524
C -1.23785 -1.53132 4.18319
C -0.59982 -0.38304 3.67848
N -1.18348 0.04541 2.57326
N -2.35643 -1.54403 -0.02998
C -2.61808 -2.83325 -0.28408
C -1.62364 -3.33856 -1.08981
C -0.75870 -2.26586 -1.27559
N -1.19595 -1.18204 -0.63413
N -4.45572 -1.18149 1.33370
C -5.17124 -0.96315 2.46594
C -6.45891 -1.37425 2.23827
C -6.43830 -1.83763 0.90798
N -5.24121 -1.71383 0.36583
H -4.67145 3.66032 0.15912
H -2.08934 3.48405 -0.74755
H -5.15138 1.16912 1.16797
H -3.00860 -2.53523 3.27103
H -0.98382 -2.10659 5.05531
H 0.25313 0.14784 4.07295
H -3.50569 -3.29240 0.11463
H -1.53124 -4.33669 -1.47756
H 0.15310 -2.21303 -1.84239
H -4.71644 -0.51897 3.33459
H -7.28588 -1.34982 2.92551
H -7.24366 -2.25792 0.32680
O 0.77590 1.26034 0.56782
C 1.51103 2.50244 0.64135
C 0.93792 3.33870 -0.52052
O 1.22858 4.49073 -0.67987
O 0.08860 2.66943 -1.29251
C 1.20918 3.23710 1.94005
C 2.05791 4.25842 2.35873
C 1.76753 4.97582 3.50589
C 0.62664 4.68263 4.24532
C -0.22527 3.67782 3.81838
C 0.05775 2.96043 2.66067
C 2.98289 2.17966 0.45947
C 3.63941 2.37451 -0.74774
C 4.96366 1.98577 -0.89396
C 5.63776 1.39036 0.16187
C 4.98396 1.18675 1.37048
C 3.66608 1.58746 1.51766
H 1.04337 0.59446 1.22990
H 2.94172 4.49447 1.78007
H 2.43394 5.76666 3.82473
H 0.40582 5.24008 5.14621
H -1.12055 3.44365 4.38034
H -0.61488 2.18181 2.32967
H 3.12306 2.82811 -1.58366
H 5.46591 2.14524 -1.83891
H 6.67085 1.08910 0.04616
H 5.50115 0.72358 2.20016
H 3.16275 1.43516 2.46576
C -3.85457 -0.46908 -2.86589
C -3.22776 0.25024 -4.01500
C -3.81047 0.29707 -5.26028
C -3.18993 0.97485 -6.31185
C -1.97188 1.63208 -6.13660
C -1.33453 1.62125 -4.91683
C -0.03020 2.31081 -4.68946
C -1.95672 0.90730 -3.83292
N -1.36233 0.84478 -2.66747
H -4.90208 -0.68740 -3.06573
H -3.78501 0.11295 -1.94760
H -3.33893 -1.41370 -2.67339
H -4.76255 -0.19219 -5.42124
H -3.66796 0.99834 -7.28274
H -1.52044 2.16250 -6.96533
H 0.24303 2.90629 -5.55914
H 0.75632 1.57916 -4.49211
H -0.06905 2.95119 -3.80619
Br 1.59408 -0.08959 -2.21692
C 4.45671 -4.68268 2.62860
C 3.93563 -4.87676 1.21308
N 2.63045 -4.23725 1.01136
C 2.53114 -2.89089 0.74820
S 1.53150 -1.90256 1.66561
N 3.22066 -2.39060 -0.28559
C 3.81945 -3.08433 -1.41342
C 5.31414 -2.83197 -1.53595
H 5.43995 -5.14042 2.74276
H 3.78619 -5.13863 3.35899
H 4.53693 -3.62129 2.86699
H 3.83229 -5.93772 0.97887
H 4.64225 -4.46254 0.50307
H 1.97242 -4.46222 1.74852
H 3.05346 -1.39899 -0.41128
H 3.32102 -2.71789 -2.31533
H 3.58327 -4.14360 -1.33173
H 5.52088 -1.76119 -1.51844
H 5.68922 -3.23163 -2.47839
H 5.87745 -3.28780 -0.72063
*
```

Computed properties:
- total energy (Eh) = -6187.399185
- energy above the lowest of the compared OMol25 structures with the same formula, charge and spin (kcal/mol) = 4.0
- frontier orbital gap (spin up / spin down) (eV) = 7.62 / 5.76

These are the Mulliken partial charges, in e, on atoms 1 to 2:
1 Ti -0.71
2 C -1.75

---

The following is a DFT calculation (ωB97M-V/def2-TZVPD) of C39H44Br2KN2O2S as an isolated structure at a distorted geometry.

The geometry in ORCA input format:
```
! wB97M-V def2-TZVPD RIJCOSX def2/J DEFGRID3
* xyz -1 1
K 2.44163 -0.67915 0.87967
C 5.40714 -0.84919 0.60144
C 5.17822 -0.06207 1.74834
C 4.66433 1.19385 1.32576
C 4.57912 1.18009 -0.08262
C 5.03795 -0.08170 -0.53453
H 5.81881 -1.85233 0.59421
H 5.39034 -0.35676 2.77142
H 4.41593 2.03254 1.96603
H 4.25845 2.00517 -0.70796
H 5.13139 -0.38536 -1.57075
C -4.71332 2.42521 -2.82466
C -4.51276 1.19771 -1.93571
C -5.43379 1.34334 -0.71666
C -4.94363 -0.04532 -2.73028
C -3.04935 1.04715 -1.49607
C -2.68132 0.02046 -0.62575
C -1.36071 -0.13925 -0.26514
Br -0.92632 -1.49579 1.01469
C -0.27187 0.65022 -0.74691
O 0.93714 0.38829 -0.42960
C -0.67785 1.74151 -1.58387
C -2.02093 1.88965 -1.93349
C 0.40245 2.69609 -2.10836
C 1.38868 1.92825 -3.00901
C -0.19418 3.83587 -2.93122
C 1.17816 3.31848 -0.93329
H -5.77279 2.51921 -3.08498
H -4.14309 2.34609 -3.75500
H -4.40876 3.34305 -2.31246
H -6.47736 1.46720 -1.03347
H -5.14637 2.21246 -0.12487
H -5.38162 0.46551 -0.06670
H -6.00158 0.01989 -3.01665
H -4.80460 -0.95563 -2.13968
H -4.34358 -0.14234 -3.64075
H -3.42084 -0.65953 -0.21455
H -2.28261 2.70862 -2.59214
H 0.86649 1.53729 -3.89277
H 1.83619 1.09735 -2.45985
H 2.19250 2.59386 -3.34908
H -0.68792 3.47180 -3.83929
H 0.61216 4.51088 -3.23569
H -0.92085 4.41852 -2.35267
H 1.68415 2.54790 -0.35113
H 0.49777 3.87942 -0.27849
H 1.93506 4.01662 -1.31055
Br -4.37628 4.09507 2.92360
C -2.91318 2.90745 3.15218
C -1.86081 2.94040 2.25507
C -0.80000 2.06244 2.43561
C -0.78709 1.16946 3.49963
C -1.86884 1.14009 4.37384
C -2.93470 2.01122 4.20773
N 0.31383 0.27457 3.56217
C 0.57182 -0.34275 4.61883
C 1.66694 -1.35847 4.69218
C 1.90306 -2.01787 5.88450
C 2.93874 -2.94136 5.94725
C 3.69931 -3.16546 4.81896
C 3.38458 -2.46473 3.65660
N 2.38360 -1.58790 3.59327
H -1.87873 3.61180 1.40584
H 0.03036 2.03896 1.73396
H -1.90412 0.41063 5.17608
H -3.78152 1.98245 4.88026
H 0.01172 -0.17860 5.54876
H 1.28419 -1.80750 6.74847
H 3.14788 -3.46954 6.86837
H 4.52831 -3.86128 4.82623
H 3.94829 -2.60763 2.73653
C -0.95774 -1.47044 -4.45866
C -0.25615 -2.20178 -3.34120
C 1.05925 -1.89970 -3.01522
C 1.67135 -2.45003 -1.89492
C 0.95422 -3.33458 -1.10819
C -0.34585 -3.69613 -1.44318
C -0.94009 -3.13516 -2.55977
S 1.65232 -3.85147 0.46019
C 2.00380 -5.53876 -0.03660
O 2.97897 -3.16401 0.57036
H -0.26731 -1.21820 -5.26559
H -1.37997 -0.53336 -4.07694
H -1.77720 -2.06156 -4.87218
H 1.60353 -1.17263 -3.60990
H 2.68034 -2.15659 -1.61117
H -0.91487 -4.35949 -0.79871
H -1.96997 -3.37815 -2.79912
H 2.62118 -5.49832 -0.93420
H 1.06025 -6.05766 -0.22549
H 2.54048 -6.00851 0.78968
*
```

Computed properties:
- total energy (Eh) = -7918.738701
- energy above the lowest of the compared OMol25 structures with the same formula, charge and spin (kcal/mol) = 13.8
- frontier orbital gap (eV) = 5.38

These are the Mulliken partial charges, in e, on atoms 1 to 2:
1 K 0.82
2 C -0.48

---

The following is a DFT calculation (ωB97M-V/def2-TZVPD) of C39H44Br2KN2O2S as an isolated structure.

The geometry in ORCA input format:
```
! wB97M-V def2-TZVPD RIJCOSX def2/J DEFGRID3
* xyz -1 1
K 0.29451 0.49120 -2.71415
C -1.10280 -0.81228 -5.28796
C -0.54990 0.37958 -5.78599
C 0.85197 0.28008 -5.68833
C 1.16308 -0.97398 -5.13565
C -0.04798 -1.65083 -4.89003
H -2.15695 -1.05171 -5.23496
H -1.10925 1.20278 -6.21514
H 1.57019 1.03493 -5.98757
H 2.15871 -1.34371 -4.92178
H -0.15561 -2.65109 -4.48666
C -5.44646 -0.11173 3.82615
C -4.88998 1.07814 3.04504
C -4.20092 2.01942 4.04354
C -6.07300 1.81258 2.39781
C -3.89368 0.64737 1.97111
C -3.29560 1.60492 1.15413
C -2.38834 1.22564 0.19711
Br -1.61403 2.56366 -0.91717
C -1.95883 -0.11832 -0.05463
O -1.06985 -0.35870 -0.93551
C -2.61153 -1.09082 0.77417
C -3.52483 -0.67204 1.73985
C -2.35438 -2.60616 0.69759
C -3.68025 -3.34742 0.45665
C -1.39045 -3.05019 -0.40486
C -1.75274 -3.08190 2.03183
H -6.15449 0.24387 4.57906
H -4.65492 -0.65918 4.34272
H -5.97330 -0.81137 3.17380
H -4.90250 2.35081 4.81550
H -3.80380 2.90432 3.54467
H -3.36547 1.51151 4.52995
H -6.79248 2.13732 3.15604
H -6.58630 1.15775 1.69082
H -5.74055 2.69443 1.84880
H -3.53660 2.65648 1.25748
H -3.98176 -1.43886 2.35351
H -4.11976 -3.04148 -0.49452
H -4.41201 -3.15390 1.24195
H -3.50466 -4.42703 0.42011
H -1.72137 -2.74671 -1.39621
H -1.30899 -4.14349 -0.37195
H -0.40599 -2.61387 -0.25433
H -2.41676 -2.88386 2.87503
H -0.80780 -2.56709 2.22514
H -1.55733 -4.15899 1.99991
Br 3.47743 0.27221 4.46556
C 2.96520 0.93085 2.75679
C 1.70272 0.64499 2.26146
C 1.33794 1.12686 1.01552
C 2.23496 1.90905 0.28619
C 3.51378 2.15410 0.78031
C 3.87869 1.66838 2.02778
N 1.82118 2.38090 -0.97240
C 2.07004 3.57516 -1.29966
C 1.63434 4.09366 -2.61836
C 2.02020 5.36268 -3.03320
C 1.59798 5.80573 -4.27957
C 0.81266 4.96798 -5.05082
C 0.46782 3.71742 -4.54335
N 0.86124 3.29078 -3.35308
H 1.01058 0.04101 2.83295
H 0.37533 0.88438 0.58393
H 4.22888 2.70416 0.18195
H 4.87317 1.83913 2.41820
H 2.60714 4.27567 -0.64979
H 2.63647 5.98142 -2.39367
H 1.87964 6.78825 -4.63643
H 0.46560 5.26250 -6.03196
H -0.13925 3.02243 -5.11388
C 5.76883 -2.66289 3.68908
C 4.84887 -2.43185 2.52311
C 3.59014 -3.02565 2.47045
C 2.73031 -2.78409 1.41100
C 3.13741 -1.94587 0.38390
C 4.38302 -1.34110 0.41364
C 5.23109 -1.59258 1.48083
S 2.00132 -1.48444 -0.91692
C 2.09112 -2.95138 -1.94236
O 2.68267 -0.40839 -1.69913
H 5.29368 -3.27914 4.45210
H 6.04333 -1.71137 4.14777
H 6.68959 -3.16222 3.37924
H 3.27158 -3.67376 3.27890
H 1.74135 -3.23031 1.39947
H 4.64884 -0.67324 -0.39574
H 6.20361 -1.11253 1.51640
H 3.12041 -3.09778 -2.26736
H 1.44018 -2.75261 -2.79434
H 1.72472 -3.80857 -1.37657
*
```

Computed properties:
- total energy (Eh) = -7918.745161
- energy above the lowest of the compared OMol25 structures with the same formula, charge and spin (kcal/mol) = 9.7
- frontier orbital gap (eV) = 5.69

These are the Mulliken partial charges, in e, on atoms 1 to 2:
1 K 1.09
2 C -0.70

---

The following is a DFT calculation (ωB97M-V/def2-TZVPD) of a 4-piece molecular cluster, C39H44ClF10IN4O2S overall at a distorted geometry.

The geometry in ORCA input format:
```
! wB97M-V def2-TZVPD RIJCOSX def2/J DEFGRID3
* xyz 0 1
C -1.40212 0.19599 5.11154
C -2.27894 0.01152 4.28941
C -3.10797 -0.35146 3.04030
C -2.81958 0.74586 1.94302
C -1.44801 0.36578 1.21597
C -0.52544 1.59554 1.08309
C -0.25286 2.36083 2.29220
C 0.55903 3.56142 2.30546
I 0.83851 4.62709 4.16003
C 1.13977 4.02687 1.05952
C 1.98718 5.32849 1.05715
C 0.85844 3.25066 -0.11879
C 0.05589 2.05007 -0.17777
N -0.25928 1.28388 -1.37225
O -1.35271 1.97405 -1.97384
C 0.83185 1.19767 -2.31476
C 1.76223 2.28804 -2.59164
C 2.83566 2.18957 -3.54083
F 3.62792 3.28348 -3.64059
C 3.05162 0.99825 -4.33692
C 4.19032 0.93786 -5.36978
F 5.20841 1.79858 -5.07503
F 4.79284 -0.30631 -5.35554
C 3.75568 1.18321 -6.85186
F 4.90149 1.09510 -7.60056
F 2.91605 0.24066 -7.35682
C 3.12543 2.58833 -7.17044
F 3.57149 2.93611 -8.41846
F 3.51208 3.58541 -6.34926
C 1.54664 2.61684 -7.26420
F 0.91985 1.88545 -6.33643
F 1.16460 3.90376 -7.05143
F 1.18578 2.28117 -8.50767
C 2.13766 -0.11717 -4.08130
C 2.23090 -1.46439 -4.84151
O 2.64055 -2.58304 -4.04618
C 3.57473 -2.24211 -3.01546
C 1.07185 -0.02931 -3.09348
C 0.12867 -1.22867 -2.79989
Cl -1.62344 -0.83247 -3.16719
C 0.24616 -1.70929 -1.29284
C 0.07148 -3.28519 -1.22510
S 1.55156 3.84819 -1.68925
H -0.53123 0.24255 5.76467
H -4.17987 -0.39214 3.32297
H -2.77963 -1.34330 2.65251
H -3.65381 0.66964 1.20898
H -2.80008 1.76597 2.37452
H -0.96122 -0.38480 1.87490
H -1.73456 -0.01960 0.21927
H -0.69334 2.05928 3.26460
H 3.04375 5.15403 1.34594
H 1.90977 5.82501 0.06249
H 1.56576 6.05908 1.78420
H -0.95073 2.70486 -2.47950
H 2.85785 -1.44325 -5.75391
H 1.19170 -1.69803 -5.18587
H 4.36380 -1.52688 -3.32690
H 3.01168 -1.89027 -2.12384
H 4.10076 -3.19178 -2.75092
H 0.35230 -2.11969 -3.41389
H 1.20711 -1.40613 -0.83041
H -0.61260 -1.29145 -0.73973
H 1.02625 -3.81236 -1.02301
H -0.61067 -3.52591 -0.37246
H -0.41556 -3.69988 -2.13199
C -3.54724 -5.03313 6.61602
C -3.11691 -3.68545 7.18290
C -4.26086 -2.66756 7.23051
C -4.77611 -2.41395 5.86460
N -5.16906 -2.21955 4.80138
H -3.88174 -4.94589 5.58067
H -2.71307 -5.73261 6.62797
H -4.36151 -5.46357 7.20645
H -2.29822 -3.29227 6.57985
H -2.72931 -3.83218 8.19451
H -3.90930 -1.72575 7.65466
H -5.07786 -3.03554 7.85453
C -1.34906 5.80356 -3.71852
C -2.63892 5.80381 -2.90610
C -2.82737 7.08967 -2.09782
C -1.70717 7.25341 -1.13855
N -0.83462 7.37808 -0.39907
H -0.47102 5.86018 -3.07224
H -1.26631 4.88268 -4.29965
H -1.32021 6.64627 -4.41349
H -2.63713 4.94225 -2.23275
H -3.48766 5.67968 -3.58254
H -3.76580 7.05287 -1.54272
H -2.85926 7.95793 -2.75869
C 0.18420 -8.33071 5.89508
C 1.29184 -7.55118 5.19451
C 1.46191 -6.13237 5.74536
C 0.21017 -5.35930 5.56223
N -0.76409 -4.76407 5.42026
H -0.79048 -7.86001 5.75171
H 0.11820 -9.34212 5.49177
H 0.37550 -8.40519 6.96837
H 1.07411 -7.50757 4.12463
H 2.23469 -8.09087 5.30842
H 2.27184 -5.62006 5.22408
H 1.70842 -6.16076 6.80842
*
```

Computed properties:
- total energy (Eh) = -4036.524225
- frontier orbital gap (eV) = 8.01
- SMILES = C#CCCCc1cc(I)c(C)c2c1N(O)c1c(c(F)c(C(F)(F)C(F)(F)C(F)(F)C(F)(F)F)c(COC)c1[C@H](Cl)CC)S2.CCCC#N.CCCC#N.CCCC#N

These are the Mulliken partial charges, in e, on atoms 1 to 2:
1 C -0.18
2 C -0.35